# 1
142
Properties=species:S:1:pos:R:3:forces:R:3 method="wB97M-V/def2-TZVPD" multiplicity=6 max_force_ev_per_a=5.31 e_above_lowest_kcal_mol=67.0 gap_ha="0.321 / 0.236" charge=+1 homo_energy_ev="-11.6 / -11.6"
Fe -2.34659 3.07735 1.24083 3.15 -2.93 -3.11
C -0.50137 -0.75056 -0.03568 -0.02 0.58 1.36
C -0.08742 0.68254 0.49730 -0.49 -0.81 -0.91
O -1.16136 1.56923 0.51782 -2.19 1.67 0.63
H -1.08367 -1.27539 0.72167 -0.35 0.16 0.17
H 0.35829 -1.41097 -0.14948 0.30 0.30 -0.37
H -1.10746 -0.73173 -0.94143 0.27 0.30 -0.08
H 0.66698 1.06263 -0.19155 0.21 0.25 -0.11
H 0.36845 0.65211 1.48692 0.14 -0.36 0.24
F -2.24996 4.15383 -0.37189 -0.19 -0.48 2.09
C -1.09736 -5.22094 -1.05744 0.00 0.80 -0.58
C -1.68273 -4.44527 0.16830 -0.88 -0.87 -2.42
C -2.93010 -3.60919 -0.09467 0.03 0.18 -0.11
O -2.20089 -5.44046 1.01013 0.68 -0.61 1.74
H -0.53003 -4.61540 -1.76423 0.51 0.28 0.38
H -1.82933 -5.61346 -1.76331 -0.83 -0.01 0.44
H -0.51712 -6.10108 -0.78035 0.28 0.31 0.39
H -0.93300 -3.79109 0.61333 0.20 -0.54 0.53
H -2.79970 -2.72111 -0.71308 0.02 0.05 0.07
H -3.28787 -3.38179 0.90951 -0.05 0.57 -0.03
H -3.71805 -4.24386 -0.50016 0.10 0.00 -0.38
H -2.53569 -6.14228 0.44715 -0.01 -0.10 0.04
C 3.80293 2.43487 3.62916 0.75 -0.79 0.04
C 2.51461 1.68076 3.33932 1.27 -0.28 1.50
C 2.38403 0.30719 4.02540 0.56 0.12 -0.14
O 1.48409 2.53161 3.84433 -1.31 0.17 -1.04
H 4.65696 1.81226 3.36256 0.11 0.16 -0.27
H 3.95339 2.63073 4.69081 -0.33 0.12 0.13
H 3.84293 3.37512 3.07922 -0.02 -0.06 0.02
H 2.49376 1.53792 2.25892 -0.85 0.27 -0.08
H 3.20939 -0.36455 3.78951 -0.17 0.04 -0.56
H 1.42664 -0.14456 3.76570 0.04 -0.16 -0.06
H 2.47610 0.31776 5.11145 -0.32 0.64 0.24
H 1.50400 2.44991 4.80064 0.00 0.06 0.15
C 5.51164 0.33244 -1.65493 0.26 -0.50 0.65
C 4.35591 1.16256 -2.14600 1.03 1.52 0.34
C 3.66880 1.90602 -1.00479 -1.12 -1.11 0.49
O 4.82095 2.24205 -2.95358 0.08 -0.27 -1.29
H 6.21041 0.92737 -1.06681 0.03 0.22 0.06
H 6.10050 -0.17219 -2.42090 -0.30 0.13 -0.25
H 5.12309 -0.42550 -0.97473 0.06 -0.14 -0.04
H 3.74349 0.51103 -2.76934 -0.47 0.42 0.06
H 2.88082 2.57266 -1.35518 0.03 -0.06 -0.25
H 4.34540 2.50657 -0.39681 0.38 -0.09 -0.21
H 3.20360 1.18805 -0.32935 -0.18 -0.10 0.31
H 5.45595 2.74360 -2.43703 0.13 0.03 0.03
C -1.90591 2.42533 5.01086 1.71 -0.92 0.22
C -1.88360 1.34538 3.93883 -1.36 -1.43 1.13
C -2.53949 -0.01113 4.32296 0.90 0.24 0.09
O -2.76879 1.80019 2.91253 -0.12 1.12 -1.73
H -2.87250 2.50945 5.50756 0.03 0.21 -0.23
H -1.47390 3.35057 4.62955 -0.65 0.21 -0.18
H -1.15812 2.14046 5.75097 -0.18 -0.17 0.45
H -0.91374 1.04095 3.54540 0.09 0.92 -0.33
H -3.59320 0.12295 4.56750 -0.02 -0.05 0.42
H -1.97812 -0.51885 5.10730 -0.31 0.19 0.33
H -2.48387 -0.69970 3.47983 -0.04 0.18 -0.22
H -3.65546 1.60682 3.22562 -0.34 0.11 -0.16
C -5.68116 0.41792 0.52302 -0.20 0.70 -0.51
C -4.27545 0.83464 0.09919 0.17 -1.56 -0.83
C -4.00159 0.64850 -1.43177 -0.06 -0.12 1.45
O -4.10693 2.23142 0.41471 -0.03 -0.21 0.70
H -6.37433 0.96924 -0.11232 -0.38 -0.13 -0.12
H -5.90922 0.73451 1.54079 0.20 -0.17 0.15
H -5.88827 -0.64646 0.41211 0.21 0.07 -0.05
H -3.60849 0.21737 0.70106 0.60 0.55 -0.11
H -3.04606 1.05978 -1.75722 0.09 0.00 0.35
H -4.76520 1.16197 -2.01601 -0.19 -0.25 -0.06
H -3.99584 -0.43057 -1.58561 -0.23 0.06 -0.42
H -4.83683 2.57832 -0.10345 0.11 1.26 -0.06
C -3.87339 -1.53252 -5.44858 0.22 -0.52 0.18
C -2.54988 -2.28367 -4.99664 -2.33 0.79 -0.75
C -2.64696 -2.64574 -3.53079 0.34 -0.31 0.26
O -2.40880 -3.49944 -5.73473 0.26 0.34 0.50
H -4.77544 -1.94823 -4.99960 0.13 -0.08 0.53
H -4.12650 -1.63160 -6.50415 0.66 0.01 -0.30
H -3.82643 -0.46512 -5.23280 0.05 0.01 0.15
H -1.75874 -1.56604 -5.21391 0.48 -0.26 0.14
H -2.87968 -1.82433 -2.85313 0.09 0.35 -0.38
H -1.71415 -3.08539 -3.17770 0.08 -0.09 -0.01
H -3.43345 -3.38230 -3.36645 -0.03 -0.11 -0.22
H -2.40695 -3.26519 -6.66570 0.02 -0.07 -0.15
C 0.05822 5.86773 3.18048 -0.32 -0.39 -0.30
C -0.10124 5.02669 1.91804 -0.44 0.51 -0.77
C 1.13750 4.79863 1.15963 1.77 0.47 -0.51
O -0.58447 3.69929 2.18909 -1.68 0.65 0.46
H 0.69089 6.73783 3.00508 -0.15 0.00 -0.13
H 0.52952 5.28394 3.97115 -0.02 -0.05 0.06
H -0.93736 6.19193 3.48348 0.15 0.11 0.33
H -0.82707 5.46578 1.23358 -0.20 0.15 0.15
H 1.07952 4.18832 0.25837 -0.65 0.19 -0.08
H 1.85575 4.26255 1.77999 0.29 0.23 0.28
H 1.53376 5.78076 0.90176 0.40 -0.14 -0.15
H 0.15443 3.31907 2.66978 0.27 -1.31 0.67
C 1.57713 -4.05999 2.45270 -0.61 0.28 1.30
C 1.06315 -3.44914 3.81800 -1.14 0.43 -2.03
C -0.39960 -2.95351 3.69577 -0.06 -0.07 0.08
O 1.07528 -4.42123 4.82537 0.63 -0.03 0.11
H 2.64438 -4.26587 2.53455 -0.07 0.01 -0.15
H 1.33378 -3.45968 1.57605 0.24 0.33 0.15
H 1.04000 -4.99482 2.29243 0.02 -0.24 0.03
H 1.67527 -2.58238 4.06727 0.29 -0.26 0.43
H -0.57242 -2.08404 3.06153 0.38 0.13 -0.26
H -0.79039 -2.69817 4.68075 0.20 0.01 0.16
H -1.05772 -3.74043 3.32735 0.08 -0.23 -0.14
H 0.82891 -5.22378 4.35973 -0.06 -0.42 0.35
C 5.20251 -0.53954 1.90810 -0.58 -1.49 -0.21
C 4.47320 -1.94912 1.95134 1.02 0.58 1.12
C 4.02531 -2.41556 0.63979 -0.72 0.34 -1.75
O 5.36477 -2.96127 2.43389 0.42 0.73 0.55
H 5.97733 -0.68889 1.15614 0.40 0.35 0.38
H 5.56772 -0.19407 2.87525 0.37 -0.53 -0.01
H 4.58047 0.28697 1.56452 -0.44 -0.31 -0.28
H 3.60568 -1.92854 2.61095 -0.11 0.20 0.22
H 3.25864 -1.72412 0.29019 -0.30 -0.17 -0.39
H 3.62328 -3.42722 0.69458 -0.25 0.09 0.00
H 4.81589 -2.44559 -0.11000 0.19 0.12 0.10
H 5.05959 -3.79110 2.05995 0.13 -0.12 0.09
C -0.71562 2.66107 -3.25349 -0.56 0.45 -0.42
C -1.77148 3.61590 -3.85312 -0.32 0.07 -1.11
C -2.31551 3.19818 -5.24259 0.18 -0.44 0.41
O -2.89033 3.77827 -3.02542 -0.63 -0.47 0.30
H 0.19158 2.75674 -3.85009 0.11 -0.32 0.05
H -1.09044 1.63770 -3.23564 0.01 -0.15 -0.36
H -0.48321 2.87842 -2.21097 0.00 0.42 0.05
H -1.37944 4.61659 -4.03485 0.74 0.08 0.24
H -1.50095 2.91815 -5.91055 0.02 0.04 -0.05
H -2.91638 3.96852 -5.72595 0.26 0.32 0.23
H -3.00243 2.35548 -5.16458 0.15 -0.30 0.23
H -2.57027 3.92043 -2.13158 -0.04 0.19 0.44
C 0.96331 -2.53095 -5.16217 0.52 -0.80 0.32
C 1.12241 -1.06105 -4.77727 0.20 -0.41 -0.47
C 0.99078 -0.86411 -3.23134 -0.10 -0.68 -1.30
O 2.38055 -0.57449 -5.25618 0.45 -0.44 0.39
H 1.82043 -3.11672 -4.83006 0.24 0.10 0.25
H 0.87816 -2.79375 -6.21658 0.02 0.71 -0.20
H 0.09949 -3.00761 -4.69879 -0.13 0.31 0.13
H 0.44866 -0.52779 -5.44795 -1.02 0.33 0.89
H 1.91481 -1.18498 -2.75039 0.37 0.39 -0.20
H 0.29594 -1.61275 -2.85076 -0.60 0.46 0.04
H 0.72635 0.16465 -2.98675 -0.01 -0.15 0.27
H 2.39440 0.36650 -5.06659 0.16 0.17 -0.10

# 2
145
Properties=species:S:1:pos:R:3:forces:R:3 method="wB97M-V/def2-TZVPD" smiles=COC[C@H](C)N.COC[C@H](C)N.COC[C@H](C)N.COC[C@H](C)N.COC[C@H](C)N.COCCNCCOC.CC(C)O.CC(C)O.CC(C)O multiplicity=1 max_force_ev_per_a=3.17 e_above_lowest_kcal_mol=105.8 gap_ha=0.309 homo_energy_ev=-8.2
C 5.60657 4.71365 -1.37715 -1.21 0.13 0.78
C 6.28005 4.95427 -2.72623 -0.96 1.80 2.10
C 7.13884 6.23020 -2.72549 0.38 -0.40 0.15
O 7.04001 3.84353 -2.95373 1.24 -1.75 -1.46
H 5.20625 5.60311 -0.89061 0.05 0.26 -0.15
H 6.18039 4.18327 -0.61720 0.71 0.21 -0.34
H 4.74259 4.06000 -1.49711 -0.16 -0.10 -0.25
H 5.47813 4.98320 -3.46392 -0.01 0.57 -0.22
H 7.32647 6.56060 -3.74712 -0.02 0.27 0.13
H 8.10351 6.03265 -2.25806 0.21 -0.55 -0.24
H 6.79911 7.02616 -2.06282 -0.74 0.10 -0.50
H 6.50280 3.32818 -3.55987 0.51 -0.57 -0.02
C -6.12230 6.02686 -2.59425 0.66 0.73 0.29
C -5.14176 5.81217 -3.78349 -0.89 -0.03 1.48
C -3.75770 6.22380 -3.36582 1.30 0.20 -0.31
O -5.09531 4.40957 -3.96928 0.52 -0.57 -0.68
H -5.57707 5.71221 -1.70440 0.06 -0.31 0.04
H -7.05672 5.46597 -2.57497 0.03 -0.01 -0.59
H -6.33146 7.07371 -2.37409 -0.17 0.18 -0.38
H -5.37163 6.34438 -4.70654 -0.55 -0.04 -0.03
H -3.30913 5.46402 -2.72580 -0.18 0.03 0.20
H -3.64201 7.20113 -2.89725 -0.62 -0.02 0.29
H -3.08649 6.31794 -4.21947 -0.07 -0.31 -0.30
H -5.91492 4.09340 -4.35643 -0.11 0.13 -0.01
C -6.23848 -4.70486 4.17203 0.32 -0.74 2.28
C -5.93180 -4.73451 5.74352 -2.37 1.59 -1.10
C -7.26367 -4.56581 6.49678 0.12 1.27 -0.22
O -5.42404 -5.96884 6.11520 0.96 -0.72 0.15
H -5.25837 -4.70963 3.69510 -0.41 0.02 -0.59
H -6.94583 -3.93833 3.85551 0.53 0.34 0.06
H -6.77536 -5.64878 4.07783 0.27 -0.19 -0.61
H -5.23996 -3.93788 6.01707 0.04 0.17 -0.01
H -7.92099 -5.40306 6.26220 0.10 -0.13 0.56
H -7.80700 -3.66120 6.22368 0.03 0.08 -0.97
H -7.15300 -4.27312 7.54090 0.30 -1.22 0.40
H -4.46976 -5.86600 6.09591 0.12 -0.47 0.04
C -0.71971 0.61437 1.57570 0.35 -1.12 0.64
O -1.21480 1.19572 0.43430 -0.26 -0.12 -1.44
C -1.08607 0.43656 -0.80243 -1.35 1.53 -0.69
C -2.15204 -0.67618 -1.11187 -0.23 0.33 0.46
N -3.01773 -0.50058 -2.30974 1.04 -0.90 0.08
C -3.60491 -1.70602 -2.95590 0.03 1.79 0.42
C -4.64846 -2.37549 -2.05008 1.11 0.04 -1.81
O -4.00118 -3.32257 -1.22237 -1.06 2.25 1.96
C -3.69020 -4.54292 -1.74912 -0.58 -1.44 -0.16
H -0.71875 1.30652 2.41775 -0.29 0.18 -0.19
H 0.31088 0.28079 1.45449 0.32 -0.10 -0.11
H -1.31832 -0.26251 1.82236 -0.03 -0.22 0.41
H -0.05670 0.16304 -1.03414 0.12 -0.33 0.48
H -1.31778 1.26618 -1.47036 0.11 -0.22 -0.56
H -2.72987 -0.76758 -0.19217 -0.43 0.17 0.20
H -1.67684 -1.65632 -1.15195 0.12 -0.04 -0.52
H -3.35416 0.39602 -2.63071 0.23 -0.17 0.53
H -2.78362 -2.33348 -3.30214 -0.19 -0.43 0.10
H -4.14976 -1.34182 -3.82687 0.17 0.07 -0.24
H -5.48025 -2.76849 -2.63468 0.13 -0.96 -0.25
H -5.13072 -1.48063 -1.65670 0.25 -0.47 1.69
H -3.81580 -5.31955 -0.99468 -0.03 0.12 0.45
H -2.64651 -4.64402 -2.04674 -0.02 0.24 -0.70
H -4.45319 -4.80397 -2.48247 0.47 -0.19 -0.75
C 1.31740 -9.19106 -7.51650 -0.40 0.81 2.00
C 0.97836 -8.50392 -6.11726 1.30 0.22 -0.49
C 0.74503 -9.45942 -4.95248 1.03 -1.30 -0.85
O -0.48204 -10.18944 -5.04730 0.35 1.92 -1.20
C -0.84259 -10.75027 -3.85678 0.71 -1.04 1.64
N 2.11698 -7.54954 -5.64732 -1.72 -1.44 -0.60
H 0.96077 -8.46333 -8.24541 0.24 -0.46 -0.44
H 0.78727 -10.14233 -7.56283 -0.20 0.17 -0.27
H 2.38396 -9.39621 -7.60853 -0.02 0.22 0.00
H 0.07643 -7.91440 -6.28184 -0.22 -0.07 0.16
H 1.03422 -8.98209 -4.01619 -1.39 0.52 0.57
H 1.53980 -10.20478 -4.92251 0.40 -0.41 -0.59
H -1.84583 -11.17639 -3.85133 -0.10 0.55 -0.19
H -0.62329 -10.06593 -3.03722 -0.78 0.34 0.29
H -0.18371 -11.58005 -3.60098 0.26 -0.56 -0.13
H 1.98539 -6.68733 -6.15661 0.23 0.20 -0.35
H 1.77793 -7.31465 -4.72538 0.34 0.33 0.44
C 4.16383 6.12861 8.30683 0.23 -0.60 -1.83
C 2.81331 5.65182 7.71166 -1.23 1.68 0.35
C 2.26425 6.63737 6.68905 -0.59 0.72 -0.47
O 0.88602 6.37308 6.31090 0.10 0.02 -1.01
C 0.38312 7.15113 5.17277 -0.43 -0.41 1.29
N 2.86191 4.33754 7.11583 0.69 -1.09 0.72
H 4.15892 6.97886 8.98885 -0.50 -0.53 0.43
H 4.80674 6.48169 7.50054 0.09 -0.04 -0.37
H 4.65833 5.21160 8.62723 0.11 0.32 0.74
H 2.14638 5.61208 8.57290 -0.47 0.29 0.07
H 2.93648 6.58654 5.83253 -0.07 -0.19 -0.47
H 2.31025 7.67695 7.01346 0.12 0.09 0.46
H 1.02703 7.11976 4.29385 0.27 0.35 0.28
H 0.01234 8.12013 5.50694 1.25 0.76 0.05
H -0.60772 6.83651 4.84514 0.15 -1.39 0.14
H 2.07217 4.08040 6.54113 -0.27 0.82 -0.37
H 2.68335 3.75962 7.92467 0.52 -0.82 -0.02
C 4.84752 -4.68979 0.73089 0.98 1.21 1.11
C 4.95200 -3.27224 1.47422 -0.72 -0.37 -1.69
C 5.65404 -2.14595 0.57681 1.73 -1.64 -0.13
O 7.04099 -2.46118 0.16226 -2.01 -0.85 0.12
C 7.42796 -2.15141 -1.18149 1.46 0.60 1.44
N 3.58092 -2.80327 1.68667 0.07 -0.58 0.22
H 4.19410 -5.37294 1.27353 -0.34 0.38 0.00
H 5.82704 -5.16089 0.81289 0.15 0.08 -0.47
H 4.54582 -4.60921 -0.31342 0.00 0.08 0.04
H 5.35850 -3.48541 2.46287 0.52 0.45 -0.18
H 5.71447 -1.17230 1.06306 -0.41 -0.04 0.26
H 5.05934 -2.08407 -0.33456 -0.24 0.14 0.00
H 8.28035 -2.79916 -1.38628 -0.19 -0.29 -0.18
H 7.89120 -1.17293 -1.05464 -0.21 0.47 -0.87
H 6.73901 -2.18692 -2.02540 -0.58 -0.12 0.48
H 3.13268 -2.67869 0.79020 -0.24 0.34 0.13
H 3.51054 -1.98949 2.28074 0.00 0.15 -0.27
C 2.45601 -1.23621 -6.33562 0.97 -0.29 -0.84
C 3.30758 -1.14546 -7.66506 -0.86 0.85 2.38
C 4.69866 -0.66347 -7.26631 0.83 -1.31 -0.30
O 4.79334 0.56196 -6.67987 -0.08 2.57 1.01
C 4.17222 1.60314 -7.41608 -0.39 -0.21 -0.86
N 3.43796 -2.42452 -8.27448 0.61 -0.85 -0.98
H 3.03077 -1.70094 -5.53451 0.33 0.02 -0.06
H 1.63832 -1.93871 -6.49680 -0.46 0.61 -0.05
H 2.21940 -0.22434 -6.00664 -0.58 -0.20 0.02
H 2.78288 -0.42250 -8.28965 0.20 0.12 -0.25
H 5.45630 -0.74150 -8.04605 -0.23 0.17 -1.11
H 5.15079 -1.34889 -6.54946 -0.49 -0.34 0.36
H 4.61879 2.59738 -7.42878 0.72 -0.25 0.94
H 3.13974 1.73615 -7.09300 -0.16 -0.07 -0.08
H 4.19660 1.34873 -8.47570 -0.30 -0.15 -0.21
H 2.88615 -2.49577 -9.11742 -0.55 -0.07 0.09
H 4.36837 -2.41756 -8.66739 0.44 -0.58 -0.05
C -4.60431 3.65912 9.27587 1.22 0.16 -0.98
C -4.36873 4.30783 7.85912 -0.06 0.37 1.17
C -5.72278 4.46824 7.02100 1.66 0.43 0.23
O -6.15264 3.32050 6.32575 0.37 0.12 -0.89
C -5.69940 3.19104 4.93816 -0.32 -0.42 1.23
N -3.70480 5.58827 8.10985 -1.05 0.71 0.50
H -5.04835 4.33379 10.00782 -0.97 -0.04 -0.49
H -3.61850 3.60284 9.73749 0.30 -0.47 -0.24
H -5.01116 2.65120 9.19417 -0.38 0.18 0.30
H -3.49731 3.85356 7.38755 -0.97 -1.42 -0.65
H -5.63115 5.36275 6.40492 0.56 -0.17 -0.95
H -6.49780 4.87438 7.67099 -0.31 -0.93 0.61
H -4.61762 3.15356 4.80995 0.21 0.50 0.38
H -6.14527 3.95540 4.30172 0.02 0.06 0.06
H -6.01073 2.19494 4.62358 -0.40 0.16 0.01
H -2.81781 5.72011 7.64512 -0.44 0.22 -0.26
H -4.37897 6.32895 7.97961 0.60 0.55 -0.03